A cluster of 13 separate species, C52H104O20S7 in total. Source: the OMol25 dataset; level of theory: wB97M-V/def2-TZVPD.

CARTESIAN COORDINATES (ANGSTROEM)
C: 0.2941 -4.8007 -0.5893
C: -0.7933 -4.6549 -1.6570
C: -0.1254 -4.7505 -3.0495
S: 0.9860 -6.2634 -2.8688
O: 2.2645 -5.9409 -3.5085
O: 0.2576 -7.4834 -3.2338
C: 0.9835 -6.1593 -1.0021
H: -0.0494 -4.7620 0.4444
H: 0.9003 -3.9038 -0.7162
H: -1.4832 -3.8265 -1.4956
H: -1.4424 -5.5151 -1.4931
H: 0.4971 -3.8716 -3.2175
H: -0.8988 -4.7386 -3.8176
H: 1.9808 -6.3952 -0.6307
H: 0.3245 -6.9416 -0.6254
C: -2.5254 4.0395 -0.3615
C: -3.7938 4.2087 -1.1217
C: -4.5453 2.8821 -1.0938
S: -3.2746 1.5491 -1.0919
O: -3.2369 1.0441 -2.4373
O: -3.4365 0.6725 0.0635
C: -1.9064 2.7248 -0.7770
H: -2.7617 4.0292 0.7026
H: -1.9232 4.9294 -0.5446
H: -3.6217 4.4912 -2.1603
H: -4.4025 4.9896 -0.6659
H: -5.1663 2.7437 -1.9788
H: -5.1566 2.5692 -0.2473
H: -1.5713 2.8879 -1.8013
H: -1.1706 2.2491 -0.1287
C: 2.7795 4.3474 3.1527
C: 2.4032 3.2150 2.2463
C: 0.8387 3.3491 2.1839
S: 0.4157 5.1805 2.2345
O: -0.5405 5.3905 3.3044
O: 0.1276 5.6003 0.8609
C: 2.0926 5.6859 2.6967
H: 3.8532 4.5327 3.1198
H: 2.4071 4.1271 4.1531
H: 2.6278 2.2315 2.6592
H: 2.8967 3.3020 1.2783
H: 0.4012 2.9815 3.1121
H: 0.2559 2.8549 1.4067
H: 1.9187 6.5091 3.3897
H: 2.5830 6.0547 1.7958
C: -4.3757 -3.6525 1.5844
C: -5.0370 -2.3302 2.1589
C: -3.9127 -1.5173 2.8974
S: -2.8360 -2.8379 3.6398
O: -3.2805 -3.1049 4.9583
O: -1.4839 -2.3374 3.4226
C: -3.2999 -4.2197 2.5196
H: -3.9735 -3.5227 0.5796
H: -5.0902 -4.4576 1.4132
H: -5.6789 -2.6598 2.9759
H: -5.6323 -1.8636 1.3741
H: -4.2663 -0.7893 3.6276
H: -3.3031 -0.9943 2.1606
H: -3.6554 -5.0837 3.0809
H: -2.3001 -4.4082 2.1285
C: 4.8679 1.2984 -0.1234
C: 5.5613 0.0040 -0.5908
C: 7.0633 0.1960 -0.6579
S: 7.4051 1.8302 0.0762
O: 7.4849 2.8252 -0.9998
O: 8.3961 1.7435 1.1432
C: 5.8002 1.8886 0.8808
H: 3.8348 1.1415 0.1868
H: 4.7828 2.0519 -0.9063
H: 5.1931 -0.2754 -1.5779
H: 5.3510 -0.8419 0.0637
H: 7.4957 0.0849 -1.6523
H: 7.4896 -0.5969 -0.0433
H: 5.5298 2.8978 1.1915
H: 5.9652 1.2232 1.7283
C: -0.3934 0.4505 -7.5408
C: -1.3138 1.1786 -6.6161
C: -1.5887 0.2341 -5.4476
S: -0.0009 -0.5540 -4.9989
O: -0.1681 -1.9874 -4.8242
O: 0.7093 0.2271 -4.0068
C: 0.7184 -0.2263 -6.7234
H: 0.0020 1.1281 -8.2976
H: -0.9137 -0.3699 -8.0350
H: -2.2200 1.5765 -7.0728
H: -0.7911 2.0436 -6.2077
H: -2.2564 -0.5710 -5.7544
H: -1.9725 0.7824 -4.5873
H: 1.0934 -1.1993 -7.0411
H: 1.6294 0.3542 -6.5779
C: -1.5208 0.6666 6.8366
C: -1.0739 0.6888 5.3322
C: 0.2637 -0.0302 5.2267
S: 1.1517 0.4847 6.8361
O: 2.1274 1.4986 6.4017
O: 1.4976 -0.7079 7.6830
C: -0.3198 1.2994 7.5814
H: -1.8477 -0.3568 7.0209
H: -2.3889 1.3192 6.9295
H: -1.0979 1.7278 5.0038
H: -1.8682 0.2087 4.7607
H: 0.9510 0.3147 4.4543
H: 0.1049 -1.1084 5.2089
H: -0.2829 2.3526 7.3032
H: -0.3899 1.2566 8.6683
C: -5.0828 -1.8469 -2.7506
C: -5.5710 -3.2061 -2.2997
C: -4.7525 -4.2112 -3.1256
O: -3.5531 -3.5518 -3.2503
C: -3.5959 -2.1022 -2.9984
H: -5.3144 -0.9567 -2.1658
H: -5.5405 -1.5841 -3.7043
H: -6.6199 -3.3102 -2.5771
H: -5.4289 -3.4654 -1.2506
H: -5.1151 -4.3136 -4.1484
H: -4.5906 -5.1692 -2.6317
H: -3.2737 -1.4785 -3.8322
H: -3.0860 -1.7705 -2.0940
C: -4.7505 3.2196 5.0444
C: -5.2028 1.9724 4.2228
C: -4.2393 1.9454 3.0826
O: -3.5648 3.1499 3.0216
C: -3.5352 3.7516 4.2644
H: -4.5614 2.9882 6.0927
H: -5.5128 3.9985 5.0565
H: -6.2300 1.9425 3.8592
H: -5.0842 1.0105 4.7216
H: -4.6876 1.8539 2.0933
H: -3.4834 1.1662 3.1806
H: -3.6237 4.8307 4.1385
H: -2.5959 3.5151 4.7643
C: 1.6387 3.1541 -1.6791
C: 1.9223 4.6217 -1.4540
C: 3.0573 4.9217 -2.4382
O: 3.5926 3.6879 -2.8593
C: 2.5337 2.7290 -2.7903
H: 0.5668 3.0640 -1.8556
H: 1.8881 2.6574 -0.7415
H: 2.2383 4.7703 -0.4214
H: 1.0255 5.1948 -1.6894
H: 3.8476 5.5535 -2.0327
H: 2.5727 5.5163 -3.2125
H: 2.9478 1.7324 -2.6373
H: 1.9539 2.7170 -3.7132
C: -0.7073 -1.3342 0.4655
C: -0.3236 -1.0163 -0.9026
C: 0.9175 -0.1594 -0.7070
O: 0.5335 0.6032 0.4646
C: -0.2550 -0.1399 1.3187
H: -0.2013 -2.2224 0.8439
H: -1.7792 -1.4728 0.6069
H: -1.0985 -0.4618 -1.4319
H: -0.1582 -1.9071 -1.5085
H: 1.0115 0.4800 -1.5847
H: 1.7693 -0.8081 -0.5026
H: -1.0756 0.4938 1.6552
H: 0.2612 -0.5297 2.1961
C: 3.9710 -1.5719 -3.6791
C: 4.0064 -0.2963 -4.4618
C: 4.1273 -0.7453 -5.9535
O: 3.1821 -1.8068 -5.9176
C: 3.1914 -2.5518 -4.6035
H: 3.4538 -1.3557 -2.7443
H: 4.9586 -1.9500 -3.4151
H: 4.7288 0.3463 -3.9585
H: 3.0556 0.2225 -4.3388
H: 5.1678 -1.0433 -6.0819
H: 3.8927 0.0159 -6.6976
H: 3.7580 -3.4609 -4.8050
H: 2.1759 -2.7627 -4.2683
C: 3.2219 -1.9348 2.7219
C: 2.1903 -2.7123 3.5049
C: 2.2556 -4.1429 2.8516
O: 2.9747 -3.9346 1.6461
C: 3.9292 -2.9247 1.8371
H: 3.9650 -1.4747 3.3733
H: 2.7011 -1.2022 2.1055
H: 1.1347 -2.4406 3.4973
H: 2.5301 -2.8132 4.5357
H: 1.2631 -4.5935 2.8506
H: 2.8063 -4.8319 3.4919
H: 4.2965 -2.5574 0.8788
H: 4.7805 -3.4390 2.2828

E_LUMO = 0.01 eV
highest occupied orbital energy = -9.6 eV
ΔE to the lowest compared entry with this formula, charge and spin = 248.1 kJ/mol
multiplicity = 1

Löwdin atomic charge list, values in e, 2 entries: -0.2114 -0.2531